Below is one molecule with the formula C2H3NOS2 in a non-equilibrium geometry, with properties calculated with ωB97M-V with the def2-TZVPD basis set.

Output
Frontier orbital gap (eV): 8.43
2S+1: 1
SMILES: O/N=C/SC=S
Energy relative to the best compared isomer or geometry (same formula, charge and spin) (kJ/mol): 268.4

Last columns: bonded neighbours and bond lengths (Å).
CARTESIAN COORDINATES (ANGSTROEM)
1 O 2.43 0.41 -0.94  N2 1.387, H7 0.959
2 N 1.59 -0.59 -0.47  O1 1.387, C3 1.250
3 C 0.56 -0.09 0.04  N2 1.250, S4 1.731, H8 1.105
4 S -0.64 -1.05 0.83  C3 1.731, C5 1.752
5 C -2.06 -0.04 0.61  S4 1.752, S6 1.650, H9 1.068
6 S -3.63 -0.44 0.88  C5 1.650
7 H 3.13 -0.12 -1.31  O1 0.959
8 H 0.35 0.99 0.05  C3 1.105
9 H -1.73 0.93 0.31  C5 1.068

Atom charges from the Löwdin analysis, given in e for atoms 1 to 8: -0.052, -0.076, -0.527, 0.913, -1.028, 0.591, 0.091, 0.100